(1)
ClH2O2PS2 in the gas phase, computed with the ωB97M-V functional and the def2-TZVPD basis.

Values from the calculation:
Energy above the lowest of the compared OMol25 structures with the same formula, charge and spin: 91.7 kcal per mole
Kohn-Sham gap: 7.94 eV
DFT total energy: -1749.53777 Ha
E_HOMO: -9.3 eV

Last column: Mulliken charge in e.
Element x y z (Å)
O1 -1.3492 -0.9696 0.2140  -0.3619
O2 -3.5366 -1.3151 -1.0693  -0.3665
P1 0.1599 -1.7003 -0.1233  0.3089
S1 2.1078 -1.3036 -0.2590  -0.3166
S2 -3.1241 -0.8055 0.1854  0.7229
Cl1 -3.4415 1.2450 0.2498  -0.1328
H1 0.1335 -2.5933 0.8870  0.0546
H2 -0.4755 -2.6141 -1.1897  0.0914

=====

(2)
C5H5NO3S in the gas phase, computed with the ωB97M-V functional and the def2-TZVPD basis.

Values from the calculation:
Energy above the lowest of the compared OMol25 structures with the same formula, charge and spin: 63.8 kcal per mole
SMILES: C=CN1C(=O)C=CS1(=O)=O
Kohn-Sham gap: 8.57 eV
DFT total energy: -872.07389 Ha
E_HOMO: -9.1 eV

Last column: Mulliken charge in e.
Element x y z (Å)
C1 2.3072 0.7970 -0.7903  -0.9632
C2 1.4184 1.1806 0.1363  0.2903
N1 0.3276 0.4152 0.4889  -0.2751
C3 -0.8866 0.7470 1.0470  0.7609
O1 -1.1031 1.7525 1.7136  -0.5900
C4 -1.9639 -0.2841 0.9325  -0.4651
C5 -1.8359 -1.2609 0.0627  -0.3104
S1 -0.2267 -1.2256 -0.7699  0.8505
O2 0.5409 -2.3129 -0.3468  -0.4600
O3 -0.2305 -0.8177 -2.1488  -0.4764
H1 3.0653 1.4339 -1.0483  0.2956
H2 2.4741 -0.1999 -1.3009  0.2238
H3 1.4206 2.1232 0.7862  0.3102
H4 -2.8269 -0.1990 1.4663  0.4732
H5 -2.4805 -2.1494 -0.2286  0.3357

=====

(3)
A 6-piece molecular cluster, C29H46N7O overall, computed with the ωB97M-V functional and the def2-TZVPD basis.

Values from the calculation:
Net charge: +1
Kohn-Sham gap: 5.56 eV
DFT total energy: -1590.82501 Ha
E_HOMO: -9.0 eV

Last column: Mulliken charge in e.
Element x y z (Å)
C1 8.0629 -0.3725 0.3242  -1.0326
C2 7.8033 0.5627 -0.8929  -0.5358
C3 6.3103 0.5350 -1.3840  -0.3620
O1 6.0002 -0.8405 -1.6131  -0.2662
C4 4.6606 -1.0059 -2.0073  -0.8365
C5 3.6293 -0.7433 -0.8188  0.0343
C6 2.8348 0.5587 -1.1532  -1.0006
C7 1.8488 0.8104 0.0747  -0.3027
N1 1.1458 2.0938 -0.0586  -0.4973
C8 0.8656 -0.4174 0.0947  -0.6667
C9 1.5636 -1.8062 0.1505  -0.7649
N2 2.7566 -1.9423 -0.7466  -0.0092
H1 9.1439 -0.6054 0.3902  0.3447
H2 7.5476 -1.3493 0.2549  0.2176
H3 7.6954 0.1028 1.2588  0.3154
H4 8.0807 1.6116 -0.6758  0.3852
H5 8.3935 0.1675 -1.7421  0.2592
H6 6.3028 1.1266 -2.3275  0.2941
H7 5.6670 0.9944 -0.6005  0.2633
H8 4.5287 -2.0578 -2.3504  0.2957
H9 4.4554 -0.3189 -2.8523  0.3833
H10 4.2612 -0.5937 0.0768  0.3529
H11 2.1582 0.3923 -2.0235  0.4761
H12 3.4953 1.4297 -1.2948  0.3619
H13 2.4991 0.7590 0.9737  0.3778
H14 1.7296 2.7744 0.4245  0.2795
H15 1.2264 2.3593 -1.0414  0.3788
H16 0.1637 -0.2903 -0.7509  0.2670
H17 0.2667 -0.3351 1.0261  0.3624
H18 0.8183 -2.5508 -0.2041  0.3822
H19 1.7859 -2.1079 1.1920  0.3417
H20 2.4660 -2.2905 -1.6644  0.4761
H21 3.3340 -2.6944 -0.3535  0.3890
N3 -1.9252 2.6971 -0.2806  0.1432
C10 -2.5651 3.0992 0.8591  -0.6213
C11 -3.9133 2.9226 0.6717  -0.5621
C12 -4.0928 2.3880 -0.6290  -0.3994
C13 -2.8479 2.2582 -1.1906  0.0197
H22 -0.9297 2.7183 -0.4276  0.2287
H23 -2.0093 3.4761 1.7016  0.3892
H24 -4.6845 3.1515 1.3904  0.5105
H25 -5.0273 2.1278 -1.1003  0.4149
H26 -2.5399 1.8929 -2.1563  -0.0908
N4 9.8781 -4.3853 -0.8127  0.0035
C14 11.2379 -4.3898 -0.6565  -0.5174
C15 11.7566 -3.3992 -1.4501  -0.4426
C16 10.6684 -2.7698 -2.1066  -0.3568
C17 9.5221 -3.3979 -1.6915  -0.5491
H27 9.2418 -5.0092 -0.3536  0.1956
H28 11.7168 -5.0952 0.0019  0.3880
H29 12.8014 -3.1536 -1.5478  0.3966
H30 10.7199 -1.9491 -2.8042  0.4044
H31 8.4882 -3.2289 -1.9454  0.4835
N5 -1.4914 0.7871 -4.6619  0.1150
C18 -0.8394 0.5162 -5.8363  -0.5510
C19 -1.6697 -0.2538 -6.6092  -0.3743
C20 -2.8689 -0.4502 -5.8772  -0.6156
C21 -2.7316 0.2055 -4.6812  -0.2120
H32 -1.1187 1.3287 -3.9060  0.1396
H33 0.1537 0.8927 -6.0187  0.3778
H34 -1.4421 -0.6322 -7.5923  0.3990
H35 -3.7353 -1.0082 -6.1925  0.3884
H36 -3.4044 0.3077 -3.8455  0.3226
N6 -7.2335 1.6032 2.3097  0.0537
C22 -8.2524 2.4567 1.9829  -0.5437
C23 -8.8413 2.8764 3.1479  -0.4206
C24 -8.1484 2.2567 4.2184  -0.5207
C25 -7.1597 1.4793 3.6709  -0.4663
H37 -6.6328 1.1403 1.6528  0.1978
H38 -8.4703 2.6896 0.9539  0.3965
H39 -9.6763 3.5536 3.2228  0.3952
H40 -8.3512 2.3687 5.2713  0.5585
H41 -6.4146 0.8505 4.1298  0.3767
N7 -9.9981 -0.7138 6.3451  0.0230
C26 -10.4091 -0.0415 5.2258  -0.1533
C27 -11.7563 -0.2542 5.0797  -0.5252
C28 -12.1740 -1.0813 6.1544  -0.4277
C29 -11.0679 -1.3465 6.9200  -0.4953
H42 -9.0578 -0.7386 6.6913  0.2026
H43 -9.7103 0.5254 4.6329  0.1959
H44 -12.3734 0.1415 4.2894  0.3878
H45 -13.1723 -1.4406 6.3452  0.3920
H46 -10.9498 -1.9284 7.8191  0.3823

=====

(4)
C15H20N6O9Ru as an isolated structure, computed with the ωB97M-V functional and the def2-TZVPD basis.

Values from the calculation:
Energy above the lowest of the compared OMol25 structures with the same formula, charge and spin: 0.0 kcal per mole
Net charge: +1
Kohn-Sham gap (spin up / spin down): 8.53 / 8.25 eV
Spin multiplicity: 2
DFT total energy: -1683.97961 Ha
E_HOMO (spin up / spin down): -11.0 / -11.1 eV

Last column: Löwdin spin population.
Element x y z (Å)
Ru1 -1.6265 -0.2039 -0.6272  0.8014
O1 -4.0978 2.7435 0.8248  -0.0007
C1 -3.4504 1.6596 0.4648  -0.0011
O2 -2.8540 1.5588 -0.5960  -0.0028
C2 -3.5374 0.5578 1.4967  0.0013
O3 -2.9429 -0.6515 1.0447  0.0063
C3 -3.3856 -1.1163 -0.2434  0.0226
C4 -3.6040 -3.2653 -3.2544  0.0002
O4 -3.6934 -4.3942 -3.0230  0.0001
O5 -3.5188 -2.1289 -3.4771  0.0013
H1 -3.9822 3.4346 0.1521  0.0000
H2 -4.5841 0.3984 1.7631  0.0004
H3 -2.9948 0.8781 2.3857  0.0001
H4 -4.3265 -0.6615 -0.5521  0.0032
H5 -3.4265 -2.2017 -0.2356  0.0060
C5 2.9805 -2.5782 -1.5477  0.0000
N1 1.7332 -2.6706 -0.7949  -0.0015
C6 1.7735 -3.1726 0.5714  -0.0001
C7 0.6330 -1.9977 -1.1878  0.0005
N2 -0.4155 -1.8214 -0.4440  0.0106
N3 0.6606 -1.5515 -2.5003  0.0090
C8 -0.1915 -0.6965 -3.1538  0.0260
N4 0.0744 -0.5485 -4.4703  0.0170
N5 -1.1598 -0.0807 -2.5613  0.0219
H6 3.7713 -3.0312 -0.9596  0.0000
H7 3.2518 -1.5374 -1.7363  0.0001
H8 2.9323 -3.1355 -2.4878  0.0000
H9 2.6885 -3.7392 0.7094  0.0000
H10 0.9374 -3.8474 0.7599  0.0000
H11 1.7581 -2.3569 1.3001  -0.0001
H12 -0.2917 -2.1520 0.5023  0.0000
H13 1.4536 -1.8557 -3.0368  0.0005
H14 0.8075 -1.0529 -4.9333  0.0009
H15 -0.4779 0.0786 -5.0267  0.0003
H16 -1.7090 0.5090 -3.1730  -0.0003
O6 1.2226 0.6503 -0.5873  0.0025
C9 0.7254 1.1249 0.4408  0.0091
O7 -0.5114 0.9932 0.7700  0.0606
C10 1.5709 1.9157 1.3969  0.0035
C11 2.8854 2.2283 1.0666  0.0008
C12 3.6760 2.9577 1.9419  0.0003
C13 3.1626 3.3782 3.1597  -0.0002
C14 1.8535 3.0542 3.4662  0.0000
C15 1.0448 2.3350 2.6102  0.0003
N6 1.2917 3.4960 4.7594  0.0000
O8 2.0085 4.1466 5.4875  0.0000
O9 0.1384 3.1992 4.9981  0.0000
H17 3.2712 1.8949 0.1128  0.0001
H18 4.6954 3.2037 1.6782  0.0000
H19 3.7524 3.9467 3.8633  0.0000
H20 0.0270 2.1064 2.8829  0.0002

=====

(5)
C21H23N3O2 in the gas phase, computed with the ωB97M-V functional and the def2-TZVPD basis.

Values from the calculation:
Energy above the lowest of the compared OMol25 structures with the same formula, charge and spin: 45.4 kcal per mole
SMILES: COc1ccccc1N1CCN(Cc2ccc(O)c3ncccc23)CC1
Kohn-Sham gap: 7.52 eV
DFT total energy: -1128.76450 Ha
E_HOMO: -7.4 eV

Last column: Mulliken charge in e.
Element x y z (Å)
C1 0.5894 2.5102 -1.3976  -1.0798
O1 1.2389 1.2991 -1.1137  -0.2399
C2 2.3852 1.3169 -0.3511  0.7805
C3 2.9820 2.4955 0.0712  -0.6210
C4 4.1132 2.4853 0.8704  -0.7507
C5 4.6673 1.2786 1.2482  -0.7174
C6 4.0929 0.0995 0.8169  -0.3974
C7 2.9454 0.0738 0.0206  0.4012
N1 2.4747 -1.1744 -0.3771  0.1429
C8 1.6518 -1.3900 -1.5408  -1.5348
C9 0.1554 -1.4568 -1.2180  0.0524
N2 -0.0949 -2.4449 -0.1828  0.1087
C10 -1.5156 -2.6291 0.1050  -1.8439
C11 -2.1939 -1.3980 0.6596  0.7302
C12 -2.1536 -1.1672 2.0164  -0.6144
C13 -2.6276 0.0096 2.6037  -1.1064
C14 -3.1499 1.0050 1.8155  0.2746
O2 -3.5950 2.1689 2.3290  -0.6684
C15 -3.2347 0.8033 0.4117  0.9354
N3 -3.7703 1.8184 -0.2980  -0.7294
C16 -3.8944 1.6830 -1.5888  -0.5157
C17 -3.5179 0.5176 -2.2741  -0.7578
C18 -2.9656 -0.5190 -1.5699  -0.1944
C19 -2.7747 -0.4073 -0.1745  0.6594
C20 0.6996 -2.1533 0.9950  -0.3573
C21 2.1877 -2.1746 0.6258  -1.4136
H1 -0.3141 2.2354 -1.9426  0.2337
H2 1.2025 3.1641 -2.0269  0.4025
H3 0.3071 3.0433 -0.4834  0.4110
H4 2.5557 3.4458 -0.2090  0.4054
H5 4.5498 3.4192 1.1894  0.3849
H6 5.5526 1.2512 1.8655  0.3734
H7 4.5489 -0.8407 1.0879  0.5189
H8 1.8363 -0.6090 -2.2754  0.5199
H9 1.9565 -2.3548 -1.9667  0.4338
H10 -0.3809 -1.7579 -2.1208  0.3146
H11 -0.1867 -0.4559 -0.9181  0.2637
H12 -1.9909 -2.9663 -0.8185  0.5143
H13 -1.5881 -3.4409 0.8346  0.5716
H14 -1.7408 -1.9265 2.6652  0.3981
H15 -2.5763 0.1486 3.6717  0.4273
H16 -3.9248 2.6902 1.5754  0.4126
H17 -4.3234 2.5249 -2.1172  0.4193
H18 -3.6719 0.4474 -3.3399  0.4223
H19 -2.6870 -1.4259 -2.0838  0.4149
H20 0.4998 -2.9212 1.7467  0.4611
H21 0.4606 -1.1648 1.4264  0.2661
H22 2.7816 -1.9972 1.5213  0.5404
H23 2.4385 -3.1592 0.2158  0.3470

=====

(6)
A 3-piece molecular cluster, C19H17BO9S overall, computed with the ωB97M-V functional and the def2-TZVPD basis.

Values from the calculation:
SMILES: CCSCC1=C(B(O)O)C(=O)OC1=O.O=C1C=CC(=O)C=C1.O=C1C=CC(=O)C=C1
Kohn-Sham gap: 7.33 eV
DFT total energy: -1834.42514 Ha
E_HOMO: -9.1 eV

Last column: Mulliken charge in e.
Element x y z (Å)
C1 -3.2492 -1.9716 1.7784  -1.0436
C2 -2.7123 -1.7321 0.3554  -0.0759
S1 -2.7302 0.0755 0.0117  -0.0711
C3 -1.0415 0.5132 0.5394  -0.7999
C4 -0.0340 -0.0112 -0.4158  0.1921
C5 1.0199 -0.7921 -0.1799  0.4252
B1 1.4261 -1.3617 1.2471  0.7144
O1 2.3730 -0.8004 2.0484  -0.5721
O2 0.8153 -2.4991 1.6927  -0.6022
C6 1.7327 -1.0131 -1.4794  0.2663
O3 2.4304 -1.9133 -1.8217  -0.5549
O4 1.3497 0.1206 -2.2598  -0.1570
C7 0.0086 0.2203 -1.9308  0.2282
O5 -0.9080 0.3693 -2.6856  -0.5308
H1 -3.4964 -3.0257 1.8725  0.4389
H2 -4.1078 -1.3408 1.8936  0.3635
H3 -2.4691 -1.6759 2.4676  0.1392
H4 -3.3177 -2.2113 -0.4028  0.5035
H5 -1.6670 -2.0109 0.2669  -0.1700
H6 -0.9712 1.5964 0.5407  0.4250
H7 -0.8446 0.1307 1.5375  0.2597
H8 2.2521 0.1393 2.1939  0.3291
H9 0.4468 -2.9573 0.9326  0.3479
O6 4.6980 1.3017 -3.2709  -0.5595
C8 4.3825 0.7911 -4.3253  0.4412
C9 3.5223 -0.4168 -4.3662  -0.1364
C10 3.1819 -0.9726 -5.5265  -0.3661
C11 3.6405 -0.4115 -6.8200  0.2903
O7 3.3267 -0.9188 -7.8754  -0.5495
C12 4.5009 0.7976 -6.7754  -0.3777
C13 4.8446 1.3552 -5.6183  -0.4020
H10 3.1862 -0.7990 -3.4216  0.3668
H11 2.5577 -1.8556 -5.5829  0.4443
H12 4.8263 1.1915 -7.7298  0.4089
H13 5.4702 2.2371 -5.5617  0.4136
O8 -4.3161 -0.1864 3.6456  -0.5726
C14 -3.6473 0.6533 4.2081  0.4675
C15 -2.9749 0.3680 5.4990  -0.3579
C16 -2.2397 1.2923 6.1117  -0.3996
C17 -2.0595 2.6459 5.5282  0.3400
O9 -1.3877 3.4859 6.0850  -0.5496
C18 -2.7322 2.9293 4.2354  -0.3974
C19 -3.4676 2.0048 3.6229  -0.2998
H14 -3.1176 -0.6248 5.9066  0.4485
H15 -1.7413 1.1063 7.0545  0.4198
H16 -2.5890 3.9216 3.8270  0.4248
H17 -3.9656 2.1877 2.6789  0.4469